{
  "formula": "C38H31CrFN7O3Se",
  "method": "wB97M-V/def2-TZVPD",
  "symbols": ["Cr", "Se", "N", "C", "C", "C", "C", "C", "N", "C", "C", "N", "C", "C", "C", "C", "C", "N", "H", "H", "H", "H", "H", "H", "C", "C", "N", "C", "C", "C", "O", "O", "C", "O", "C", "C", "C", "F", "C", "C", "C", "N", "C", "C", "N", "C", "C", "H", "H", "H", "H", "H", "H", "H", "H", "H", "H", "H", "H", "H", "H", "H", "H", "H", "H", "C", "C", "C", "C", "C", "C", "C", "C", "C", "C", "H", "H", "H", "H", "H", "H", "H"],
  "positions_angstrom": [[-2.08477, 0.99454, 1.22259], [-4.76397, -5.72359, -1.04959], [-4.75164, -4.10920, -1.80138], [-4.15011, -3.30727, -0.97082], [-3.95308, -1.87950, -1.22680], [-4.37048, -1.22724, -2.35572], [-4.13984, 0.15489, -2.48928], [-3.50472, 0.82335, -1.46583], [-3.07272, 0.22164, -0.35600], [-3.27960, -1.13801, -0.21788], [-2.80290, -1.71995, 0.95971], [-2.16010, -0.87355, 1.85101], [-1.71380, -1.36958, 3.01456], [-1.84483, -2.69535, 3.35478], [-2.48822, -3.57290, 2.45616], [-2.97111, -3.09753, 1.26693], [-3.66680, -3.91042, 0.26592], [-3.88959, -5.18501, 0.40560], [-4.88646, -1.78805, -3.12579], [-4.46844, 0.70275, -3.35992], [-3.34499, 1.89495, -1.52285], [-1.25149, -0.65763, 3.68703], [-1.46827, -3.03677, 4.30772], [-2.62098, -4.62168, 2.69404], [5.60375, 2.34451, 1.23007], [4.96186, 1.01737, 1.60986], [3.56601, 0.91826, 1.16143], [2.58976, 1.27723, 2.01793], [1.25841, 1.28450, 1.74108], [0.33566, 1.70685, 2.87322], [0.85487, 2.05196, 3.91784], [-0.92363, 1.65746, 2.62657], [0.82719, 0.90041, 0.44041], [-0.35196, 0.89890, 0.04167], [1.88196, 0.47418, -0.48446], [1.53877, 0.02786, -1.75832], [2.50455, -0.35629, -2.64121], [2.11864, -0.82041, -3.85076], [3.86829, -0.28669, -2.32473], [4.20723, 0.16551, -1.06331], [3.23389, 0.51340, -0.11957], [4.90044, -0.59972, -3.24746], [4.56097, -0.83360, -4.65425], [5.87157, -0.99291, -5.43872], [6.94962, -0.28112, -4.67274], [7.27285, -1.04808, -3.41766], [5.94462, -1.52830, -2.81980], [6.62676, 2.38869, 1.60402], [5.04491, 3.17307, 1.66602], [5.62147, 2.48439, 0.14717], [4.95777, 0.89136, 2.68950], [5.51678, 0.17374, 1.20392], [2.90263, 1.57813, 3.01134], [0.49256, -0.02616, -2.03556], [5.25238, 0.29725, -0.82512], [4.00717, 0.02411, -5.02956], [3.94962, -1.72406, -4.81417], [5.79707, -0.56819, -6.43588], [6.18683, -2.02958, -5.52535], [6.57480, 0.62552, -4.38649], [7.78345, -0.12266, -5.23528], [7.80732, -0.37142, -2.75488], [7.92406, -1.87588, -3.68864], [6.02942, -1.55393, -1.74011], [5.71902, -2.55013, -3.14629], [-7.29604, 1.00600, 4.08169], [-6.40379, -0.04853, 3.78119], [-5.25694, 0.20053, 3.08435], [-4.93976, 1.51159, 2.64813], [-3.76487, 1.79920, 1.91033], [-3.52772, 3.08124, 1.49928], [-4.40844, 4.14957, 1.79320], [-5.53846, 3.88701, 2.50942], [-5.83725, 2.56833, 2.94749], [-7.01830, 2.27964, 3.67546], [-8.20324, 0.79804, 4.63551], [-6.63406, -1.05496, 4.10807], [-4.56890, -0.60349, 2.85287], [-2.61236, 3.30696, 0.92792], [-4.18327, 5.15710, 1.46597], [-6.22490, 4.68767, 2.75927], [-7.70214, 3.08968, 3.90396]],
  "atomic_forces_ev_per_a": [[-0.107, 0.353, 0.267], [-0.091, -0.332, -0.121], [-0.013, 0.048, 0.022], [0.072, 0.140, 0.074], [0.070, -0.005, 0.119], [-0.087, -0.004, -0.125], [-0.020, 0.021, -0.047], [-0.052, -0.061, 0.046], [-0.185, -0.377, -0.447], [0.041, 0.263, -0.009], [0.113, 0.143, 0.163], [-0.012, -0.460, -0.021], [-0.071, -0.052, -0.038], [0.019, 0.021, 0.047], [-0.017, -0.129, 0.060], [0.009, 0.090, -0.077], [0.062, 0.172, 0.026], [-0.013, 0.035, 0.037], [0.019, 0.043, 0.008], [-0.013, -0.040, -0.001], [0.016, -0.015, 0.020], [-0.002, 0.027, -0.025], [-0.023, -0.028, -0.029], [0.022, 0.046, 0.015], [-0.074, -0.029, -0.035], [0.007, 0.080, -0.069], [0.142, -0.012, -0.016], [0.117, -0.037, 0.063], [-0.057, -0.038, -0.047], [-0.030, -0.029, -0.186], [-0.058, 0.005, 0.063], [0.060, 0.111, 0.335], [0.264, -0.022, 0.130], [-0.245, -0.044, -0.299], [0.076, 0.075, 0.093], [-0.150, 0.006, -0.085], [-0.098, -0.048, 0.024], [-0.109, 0.000, 0.055], [-0.022, 0.100, -0.039], [0.141, 0.046, 0.046], [-0.054, 0.049, 0.042], [0.053, -0.190, -0.069], [0.141, 0.072, 0.032], [-0.018, 0.043, -0.009], [-0.078, -0.058, 0.025], [-0.012, -0.035, 0.029], [-0.083, 0.033, -0.072], [-0.014, -0.007, -0.009], [0.026, -0.008, -0.005], [0.005, 0.008, 0.034], [-0.033, 0.008, 0.035], [0.003, -0.061, 0.016], [-0.037, 0.014, -0.007], [0.034, 0.000, 0.015], [0.028, -0.044, -0.009], [-0.018, -0.002, 0.001], [0.069, -0.022, -0.020], [0.031, 0.038, -0.006], [0.031, -0.029, 0.000], [0.023, 0.045, -0.011], [0.026, -0.031, -0.031], [-0.003, 0.030, -0.001], [0.034, 0.010, -0.037], [-0.044, 0.025, 0.077], [0.003, -0.014, -0.010], [0.028, -0.047, -0.009], [-0.067, 0.040, 0.040], [0.040, 0.005, -0.008], [-0.070, -0.055, -0.034], [0.261, 0.158, 0.086], [-0.033, -0.108, -0.062], [0.009, -0.017, -0.032], [-0.006, -0.003, 0.019], [-0.010, -0.015, -0.016], [-0.008, 0.014, 0.010], [0.021, 0.008, -0.011], [0.000, 0.017, -0.006], [-0.010, 0.015, 0.001], [0.028, 0.115, 0.031], [-0.004, -0.023, -0.001], [-0.008, -0.024, -0.007], [0.020, -0.017, -0.007]],
  "multiplicity": 5,
  "s2": 6.070,
  "e_homo_ev": [-6.63, -9.03],
  "total_charge": 1,
  "energy_ha": -5621.2819
}